{"formula": "C24H58N8O9SSi", "method": "the ωB97M-V functional and the def2-TZVPD basis", "species": ["S", "Si", "O", "O", "O", "O", "O", "O", "O", "O", "O", "N", "N", "N", "N", "N", "N", "N", "N", "C", "C", "C", "C", "C", "C", "C", "C", "C", "C", "C", "C", "C", "C", "C", "C", "C", "C", "C", "C", "C", "C", "C", "C", "H", "H", "H", "H", "H", "H", "H", "H", "H", "H", "H", "H", "H", "H", "H", "H", "H", "H", "H", "H", "H", "H", "H", "H", "H", "H", "H", "H", "H", "H", "H", "H", "H", "H", "H", "H", "H", "H", "H", "H", "H", "H", "H", "H", "H", "H", "H", "H", "H", "H", "H", "H", "H", "H", "H", "H", "H", "H"], "coordinates": [[-3.830, -2.197, 1.591], [1.127, -1.192, 2.986], [0.917, -4.668, -2.869], [7.040, -6.196, 1.781], [-2.888, 1.454, 0.866], [2.800, -4.122, 1.933], [1.648, -2.278, 1.830], [-1.210, 5.481, 3.365], [2.233, 3.134, 3.162], [3.957, -8.048, -2.070], [-5.929, 6.252, -2.116], [4.133, -8.447, -4.266], [0.408, 5.116, 4.875], [-7.362, 7.919, -1.671], [2.005, -2.956, -1.906], [2.892, -2.985, 2.111], [7.352, -6.761, -0.367], [-3.702, 3.544, 0.555], [2.767, 3.499, 1.016], [5.242, -5.672, 0.289], [1.026, 5.111, 6.186], [-4.470, 4.570, -0.145], [-4.282, 1.796, -1.038], [0.471, 2.849, 1.556], [1.490, -3.597, -2.983], [-0.808, 5.570, 4.519], [2.031, -7.523, -3.412], [-6.986, 6.810, -2.358], [6.999, -6.897, -1.769], [-1.668, 6.182, 5.608], [-0.598, -0.752, 2.624], [3.436, -8.023, -3.175], [-8.571, 8.706, -1.821], [-7.933, 6.305, -3.428], [1.662, -2.924, -4.330], [2.532, 3.589, -0.412], [6.606, -6.228, 0.643], [-3.076, -1.176, 2.839], [1.883, 3.167, 1.987], [2.715, -1.693, -1.871], [3.692, -8.486, -5.646], [-1.668, -1.607, 3.222], [-3.565, 2.252, 0.216], [5.337, -4.864, -0.440], [-1.870, 5.464, 6.403], [0.356, 5.557, 6.912], [2.026, -6.656, -4.068], [-8.092, 7.056, -4.202], [2.716, -2.791, -4.575], [-4.379, -3.022, 2.430], [5.064, -8.771, -4.054], [-9.153, 8.724, -0.898], [1.273, -1.815, 4.324], [3.694, 3.700, 1.360], [-0.723, -0.765, 1.555], [-1.588, -1.572, 4.289], [-3.833, 5.384, -0.472], [-3.939, 2.352, -1.910], [2.194, -0.960, -1.255], [5.997, -6.526, -1.929], [4.323, -7.868, -6.287], [1.945, 0.041, 2.963], [-9.190, 8.277, -2.600], [-4.956, 4.145, -1.011], [1.199, -3.558, -5.077], [0.438, 1.984, 0.893], [1.416, -8.303, -3.863], [3.723, -1.812, -1.469], [1.498, 3.345, -0.624], [-8.902, 6.040, -3.006], [2.798, -1.293, -2.875], [7.011, -7.943, -2.078], [-1.185, 7.052, 6.051], [3.166, 2.894, -0.965], [-3.075, -0.213, 2.376], [-7.485, 5.425, -3.873], [-1.519, -2.622, 2.913], [-3.715, -1.146, 3.689], [-5.358, 1.940, -0.947], [2.727, 4.595, -0.785], [-0.113, 2.624, 2.440], [1.183, -1.946, -4.347], [1.256, 4.095, 6.505], [-3.199, 3.820, 1.385], [-5.234, 4.987, 0.509], [1.958, 5.677, 6.185], [7.691, -6.341, -2.407], [-0.740, 0.265, 2.931], [-6.690, 8.208, -0.976], [1.853, -3.442, -1.034], [1.601, -7.229, -2.465], [2.677, -8.110, -5.708], [0.025, 3.698, 1.037], [4.600, -6.441, -0.143], [0.941, 4.708, 4.115], [4.797, -5.290, 1.195], [-2.606, 6.486, 5.156], [3.703, -9.502, -6.042], [8.255, -7.093, -0.067], [-8.345, 9.737, -2.096], [-4.072, 0.741, -1.173]], "fmax_ev_per_a": 1.23, "total_energy_ha": -2752.18817, "lumo_ha": 0.0034, "homo_energy_ev": -8.44, "multiplicity": 1, "smiles": "O=NO[SiH2]CCCS.CNC(C)=O.CNC(C)=O.CNC(C)=O.CNC(C)=O.CNC(C)=O.CNC(C)=O.CNC(C)=O"}